Entry from the Open Molecules 2025 dataset: the molecule C23H28N6O4 in a non-equilibrium geometry (ωB97M-V/def2-TZVPD).

Results
E_HOMO (eV): -7.8
SMILES: COc1ccc(CCNC(=O)Cn2nnc(C(=O)Nc3cccc(C)c3C)c2N)cc1OC
Total energy (Eh): -1522.775407
Spin multiplicity: 1
Orbital gap (eV): 8.395
ΔE to the lowest compared entry with this formula, charge and spin (kcal/mol): 0.0

```
61
Properties=species:S:1:pos:R:3:forces:R:3
C -1.62553 -1.43574 1.68570 -0.4 0.0 0.5
H -1.23888 -2.22097 2.33841 0.0 0.0 0.0
O -1.03053 -1.49245 0.40419 0.4 0.1 -0.3
C 0.31961 -1.60601 0.26356 0.0 -0.2 -0.1
C 0.74028 -2.01388 -0.99738 -0.1 0.1 0.3
C 2.07516 -2.21094 -1.29182 0.1 0.0 0.1
C 3.03363 -2.04219 -0.30783 0.0 -0.1 -0.1
C 2.62810 -1.60288 0.94626 -0.1 0.0 0.0
C 1.29795 -1.34096 1.24219 -0.1 0.0 0.1
O 0.89339 -0.82017 2.44244 -0.2 -0.1 -0.4
C 1.87354 -0.44736 3.37992 0.2 0.1 0.2
H 1.33163 0.06170 4.17570 0.1 0.0 0.0
H 2.38541 -1.32206 3.79592 0.0 0.0 0.0
H 2.61283 0.23351 2.94658 0.0 0.0 0.0
H 3.37723 -1.45117 1.70574 0.1 0.1 0.1
C 4.49228 -2.29732 -0.58596 0.0 0.2 0.1
H 4.86360 -3.10026 0.05491 0.1 -0.1 -0.1
H 4.60804 -2.61498 -1.62424 0.0 -0.1 0.0
C 5.34571 -1.04677 -0.33764 0.1 -0.2 0.1
N 4.77103 0.10690 -0.99384 0.2 -0.2 -0.3
C 4.18610 1.10390 -0.31667 0.0 0.3 -0.5
O 4.21090 1.22086 0.89512 0.0 0.1 0.4
C 3.43654 2.11167 -1.19449 0.2 -0.1 0.1
N 2.03817 1.78709 -1.15354 -0.7 0.2 0.8
C 1.19124 1.92582 -0.10568 -0.6 -0.2 -0.5
N 1.50758 2.44157 1.09947 0.1 0.2 0.4
H 2.45470 2.30258 1.42602 0.0 -0.1 0.0
H 0.75902 2.33571 1.77330 0.0 0.1 0.0
C -0.04083 1.50502 -0.61642 0.9 0.4 0.6
N 0.15404 1.12638 -1.90130 -0.3 0.0 0.0
N 1.37330 1.28821 -2.22115 0.5 -0.2 -1.1
C -1.29254 1.44601 0.13085 0.1 -0.1 -0.3
O -1.35133 1.82047 1.29568 0.0 0.1 0.2
N -2.31090 0.93322 -0.60310 0.0 0.0 -0.4
C -3.61152 0.63677 -0.19388 -0.4 0.0 0.3
C -4.19906 1.33053 0.85769 0.1 0.1 0.1
C -5.49764 1.04078 1.22708 0.0 0.0 -0.1
C -6.21217 0.07586 0.54337 0.0 0.0 0.0
C -5.63718 -0.63151 -0.50653 -0.1 0.1 0.1
C -4.31984 -0.36424 -0.87632 0.2 0.1 0.1
C -3.62462 -1.13252 -1.96537 -0.1 0.0 0.1
H -2.66464 -1.49810 -1.60149 0.1 -0.1 -0.1
H -3.44728 -0.49995 -2.83683 0.1 0.0 -0.1
H -4.21282 -1.98535 -2.28590 0.0 0.0 -0.1
C -6.45414 -1.67474 -1.21506 0.1 0.0 0.0
H -7.46877 -1.68583 -0.82499 -0.1 0.0 0.0
H -6.50135 -1.47266 -2.28406 0.0 -0.1 -0.1
H -6.02659 -2.66705 -1.07317 0.0 -0.1 -0.1
H -7.23240 -0.13755 0.82851 -0.1 0.0 0.0
H -5.95617 1.57664 2.04473 0.0 0.1 0.1
H -3.63126 2.08255 1.37872 0.0 0.0 0.0
H -2.02780 0.59383 -1.51253 0.0 0.0 0.1
H 3.58465 3.11960 -0.79242 0.0 -0.2 -0.1
H 3.75426 2.07244 -2.23695 -0.1 0.0 0.1
H 4.59494 0.02080 -1.98344 -0.1 0.2 0.1
H 6.36357 -1.20326 -0.70768 -0.1 0.0 0.1
H 5.39004 -0.80747 0.72593 0.1 0.0 -0.1
H 2.35933 -2.52022 -2.28631 0.1 0.0 -0.1
H -0.01544 -2.17008 -1.75008 -0.1 0.0 -0.1
H -2.68995 -1.59495 1.51124 0.0 0.0 0.0
H -1.48012 -0.46255 2.15688 0.0 -0.1 -0.1
```
Forces are in eV/Å.